(1)
Below is the ion C4H12NS2 with charge +1 in a non-equilibrium geometry, with properties calculated with ωB97M-V/def2-TZVPD.

Geometry as XYZ:
```
19
Properties=species:S:1:pos:R:3:forces:R:3:lowdin_charge:R:1
C 2.988 -0.242 0.279 -0.062 -2.624 2.302 -0.203
C 1.765 0.255 -0.465 -0.752 -0.673 -0.508 -0.501
S 0.476 0.703 0.832 0.107 -0.146 0.544 0.845
C -1.176 0.955 0.071 2.511 0.086 -3.602 -0.958
S -1.850 2.652 0.359 0.274 -0.338 -0.040 0.713
N -2.048 -0.231 0.329 -5.409 1.511 2.025 -0.147
C -1.624 -1.501 -0.229 -0.340 -2.495 1.441 -0.056
H 3.426 0.452 1.052 -0.755 -0.609 -0.766 0.088
H 2.652 -1.275 0.819 0.966 2.472 -0.897 0.121
H 3.834 -0.562 -0.355 -0.637 0.416 -0.163 0.081
H 1.372 -0.621 -1.110 0.570 1.878 0.632 0.107
H 2.014 1.207 -0.949 -0.401 -0.573 -0.509 0.073
H -0.961 0.845 -1.073 -0.537 0.326 1.893 0.117
H -0.755 3.345 -0.162 -0.878 -0.995 0.448 -0.069
H -3.070 -0.117 -0.059 2.176 0.606 0.726 0.219
H -2.281 -0.348 1.410 1.082 0.337 -2.496 0.233
H -0.624 -1.538 0.231 0.201 -0.908 -1.336 0.070
H -2.251 -2.273 0.323 0.858 0.777 -0.611 0.131
H -1.886 -1.707 -1.303 1.025 0.952 0.917 0.137
```
Positions in Å, forces in eV/Å.

Values from the calculation:
ΔE to the lowest compared entry with this formula, charge and spin in kJ/mol: 231.1
F_max in eV/Å: 5.97
SMILES: CCS[C@H](S)[NH2+]C
HOMO-LUMO gap in eV: 9.4
Net charge: +1
E_LUMO in Ha: -0.1337
Total energy in Eh: -1010.40748


(2)
Below is a cluster of 2 separate species, C4H12NS3 in total in a non-equilibrium geometry, with properties calculated with ωB97M-V/def2-TZVPD.

Geometry as XYZ:
```
20
Properties=species:S:1:pos:R:3:forces:R:3:lowdin_charge:R:1
C -1.255 -1.034 1.849 0.543 -0.038 -0.378 -0.505
S -1.864 0.519 2.568 0.610 0.157 -0.051 0.383
S -0.377 1.843 1.976 -0.605 -0.172 0.434 0.377
C -1.074 2.340 0.388 -0.015 0.348 -0.121 -0.513
H -0.944 -0.862 0.790 -0.448 -0.143 0.633 -0.055
H -0.380 -1.409 2.415 -0.614 0.104 -0.225 0.031
H -2.100 -1.739 1.871 0.361 0.143 0.027 0.026
H -2.109 2.686 0.533 0.447 0.021 -0.065 0.023
H -0.437 3.149 -0.020 -0.329 -0.376 0.161 0.033
H -1.070 1.467 -0.267 -0.017 0.062 -0.276 -0.072
C 1.591 -0.405 -0.722 0.034 0.286 0.811 -0.418
C 0.798 -0.106 -1.988 0.411 0.545 -0.865 -0.752
S -0.956 -0.550 -1.816 -0.079 -0.063 -0.171 0.232
N 1.496 -1.814 -0.300 -0.882 -0.172 -0.274 -0.063
H 1.175 0.213 0.131 0.505 -0.455 -0.933 0.060
H 2.665 -0.143 -0.857 -0.508 -0.087 0.158 0.095
H 1.249 -0.661 -2.856 -0.241 0.344 0.666 0.039
H 0.924 0.985 -2.238 -0.151 -0.758 0.228 0.044
H 2.139 -2.374 -0.849 -0.005 -0.001 -0.139 0.034
H 0.530 -2.104 -0.605 0.985 0.255 0.379 0.002
```
Positions in Å, forces in eV/Å.

Values from the calculation:
ΔE to the lowest compared entry with this formula, charge and spin in kJ/mol: 19.2
F_max in eV/Å: 1.15
HOMO-LUMO gap in eV: 6.1
Net charge: -1
E_LUMO in Ha: 0.1168
Total energy in Eh: -1408.95756


(3)
Below is a cluster of 2 separate species, C4H12O in total in a non-equilibrium geometry, with properties calculated with ωB97M-V/def2-TZVPD.

Geometry as XYZ:
```
17
Properties=species:S:1:pos:R:3:forces:R:3:mulliken_spin:R:1
C -0.879 1.729 -0.215 0.839 0.428 0.763 0.097
C -2.284 1.467 -0.862 -0.564 -0.050 -0.096 0.198
O -0.900 3.013 0.258 -0.032 0.017 -0.295 0.603
H -0.878 1.118 0.719 -0.381 -0.173 -0.114 0.104
H -0.002 1.506 -0.808 -0.061 -0.025 -0.380 -0.012
H -2.396 0.398 -0.980 0.146 -0.269 -0.012 0.006
H -0.264 3.615 -0.190 0.032 -0.066 0.114 -0.016
H -2.293 1.994 -1.809 0.164 0.060 -0.212 0.021
H -3.079 1.854 -0.241 -0.103 0.032 0.248 -0.002
C 1.873 -1.478 0.881 -0.120 0.119 0.647 0.001
C 1.350 -2.699 0.135 0.425 0.204 -0.343 0.000
H 2.776 -1.708 1.443 0.215 -0.064 -0.188 0.000
H 2.097 -0.629 0.230 0.039 -0.106 -0.084 0.000
H 1.194 -1.131 1.673 -0.190 -0.040 -0.325 0.000
H 2.146 -3.154 -0.461 -0.042 0.005 0.137 0.000
H 0.965 -3.454 0.809 -0.073 -0.129 0.149 0.000
H 0.573 -2.441 -0.579 -0.294 0.058 -0.010 0.000
```
Positions in Å, forces in eV/Å.

Values from the calculation:
ΔE to the lowest compared entry with this formula, charge and spin in kJ/mol: 8.1
F_max in eV/Å: 1.21
<S²>: 0.754
HOMO-LUMO gap (spin up / spin down) in eV: 10.5 / 4.4
Net charge: +1
E_LUMO (spin up / spin down) in Ha: -0.1476 / -0.3749
Total energy in Eh: -234.43749
Multiplicity: 2


(4)
Below is a structure of composition C4H12O12S2Zn in a non-equilibrium geometry, with properties calculated with ωB97M-V/def2-TZVPD.

Geometry as XYZ:
```
31
Properties=species:S:1:pos:R:3:forces:R:3:lowdin_charge:R:1
Zn -0.751 -0.294 0.838 0.210 1.585 1.309 0.611
S -2.727 1.494 0.719 -0.064 -0.051 -0.380 0.315
O -1.283 1.669 0.257 -0.252 -0.005 -0.397 -0.421
O -2.706 0.024 1.147 -0.465 -0.103 -0.154 -0.421
O -3.020 2.388 1.821 -0.141 -0.125 0.025 -0.358
O -3.663 1.640 -0.405 0.272 0.000 0.037 -0.412
S 1.161 -0.080 2.657 -0.185 -0.309 0.958 0.317
O 1.250 -0.315 1.137 0.294 -0.179 -0.458 -0.430
O -0.295 0.285 2.796 0.591 -0.246 0.257 -0.389
O 1.433 -1.352 3.355 -0.021 0.248 -0.373 -0.415
O 2.066 0.981 3.070 -0.097 -0.084 -0.200 -0.368
C -1.157 -3.021 -0.195 -0.075 -0.159 0.366 -0.188
C -1.505 -1.998 -1.269 -0.140 -0.048 -0.475 -0.199
O -0.652 -0.854 -1.192 -0.108 -1.153 -0.164 -0.061
O -0.868 -2.406 1.067 -0.240 -0.584 -1.172 -0.054
H -0.316 -3.643 -0.518 0.148 0.162 0.093 0.120
H -2.027 -3.672 -0.062 -0.014 -0.031 -0.240 0.121
H -2.555 -1.699 -1.210 0.079 0.224 0.286 0.126
H -1.361 -2.475 -2.246 -0.030 -0.140 0.114 0.121
H -0.545 -0.473 -2.066 -0.025 0.398 0.196 0.111
H -1.050 -3.039 1.765 0.142 0.371 0.340 0.122
C 1.563 2.115 -1.519 -0.064 -0.045 0.152 -0.275
C 2.952 1.514 -1.335 -0.002 -0.003 -0.171 -0.277
O 2.959 0.186 -0.870 -0.073 0.118 -0.313 -0.100
O 1.105 2.750 -0.354 0.288 -0.031 -0.465 -0.063
H 0.884 1.296 -1.795 0.033 0.044 -0.106 0.103
H 1.582 2.823 -2.368 0.034 0.027 0.098 0.101
H 3.513 2.172 -0.658 -0.008 0.054 -0.040 0.115
H 3.450 1.514 -2.316 0.086 -0.047 0.089 0.097
H 2.324 0.108 -0.122 0.123 -0.115 0.373 0.028
H 0.241 2.359 -0.129 -0.297 0.229 0.419 0.023
```
Positions in Å, forces in eV/Å.

Values from the calculation:
ΔE to the lowest compared entry with this formula, charge and spin in kJ/mol: 8.0
F_max in eV/Å: 2.07
HOMO-LUMO gap in eV: 6.3
Net charge: -2
E_LUMO in Ha: 0.1551
Total energy in Eh: -3638.32616